13 unconnected molecules or ions with the total composition C51H83N13O17 at a distorted geometry. Source: the OMol25 dataset; level of theory: wB97M-V/def2-TZVPD.

Atoms and positions in Å:
1 C -8.72326 21.40747 -18.17365
2 O -7.69146 21.64790 -17.53048
3 N -9.97483 21.96923 -18.16985
4 C -11.08937 21.39679 -18.91316
5 C -10.22476 23.24206 -17.57034
6 H -8.88944 20.47927 -18.74201
7 H -11.39139 22.00465 -19.76604
8 H -11.97697 21.28339 -18.29073
9 H -10.89666 20.39063 -19.28545
10 H -10.26728 24.09771 -18.24426
11 H -11.21337 23.19721 -17.11347
12 H -9.54374 23.64669 -16.82161
13 C 0.89635 5.99130 -18.87185
14 O 1.62333 5.04075 -18.50688
15 N 0.88457 7.19980 -18.21319
16 C 0.10044 8.40173 -18.54015
17 C 1.84085 7.41697 -17.11993
18 H 0.20004 6.10436 -19.71718
19 H -0.71013 8.18639 -19.23638
20 H 0.73990 9.20325 -18.90994
21 H -0.34312 8.53733 -17.55375
22 H 2.42465 6.54217 -16.83355
23 H 2.51328 8.16501 -17.53990
24 H 1.38089 7.79047 -16.20505
25 C -4.80352 24.52740 -11.60827
26 O -5.73457 24.53531 -10.81823
27 N -3.60621 25.14352 -11.39008
28 C -2.46943 24.83311 -12.22350
29 C -3.39180 26.11801 -10.33889
30 H -4.92858 23.90709 -12.50926
31 H -2.65552 24.17583 -13.07288
32 H -1.59341 24.39371 -11.74644
33 H -2.03434 25.74224 -12.63858
34 H -3.69867 27.13900 -10.56581
35 H -4.05849 25.93320 -9.49658
36 H -2.36071 26.12617 -9.98549
37 C 7.85762 15.33042 -12.84161
38 O 7.12090 15.99245 -12.06525
39 N 7.28130 14.42530 -13.70105
40 C 8.17993 13.53872 -14.38080
41 C 5.81722 14.15555 -13.71882
42 H 8.95802 15.30789 -12.86992
43 H 9.23386 13.81669 -14.38877
44 H 7.78370 13.50244 -15.39558
45 H 8.17627 12.55795 -13.90523
46 H 5.35967 14.88025 -13.04535
47 H 5.35424 14.35507 -14.68524
48 H 5.48405 13.24841 -13.21464
49 C -1.43616 12.95674 -25.93200
50 O -0.88818 11.88569 -25.69286
51 N -1.78861 13.39419 -27.18438
52 C -2.36330 14.68901 -27.37069
53 C -1.48834 12.53025 -28.31377
54 H -1.73104 13.72923 -25.20500
55 H -1.74356 15.22135 -28.09224
56 H -2.47535 15.14683 -26.38788
57 H -3.37379 14.62039 -27.77354
58 H -2.33879 12.43464 -28.98882
59 H -0.64492 12.91203 -28.88908
60 H -1.14022 11.54357 -28.00814
61 C -7.63593 22.06096 -24.79051
62 O -8.74334 22.55605 -24.98780
63 N -6.49815 22.79386 -24.44613
64 C -5.16428 22.20572 -24.24871
65 C -6.56397 24.27593 -24.25996
66 H -7.35604 20.99655 -24.82006
67 H -5.16597 21.13863 -24.02642
68 H -4.64124 22.47953 -23.33244
69 H -4.59963 22.42700 -25.15442
70 H -5.97633 24.88814 -24.94406
71 H -7.57602 24.67685 -24.31585
72 H -6.31886 24.51205 -23.22446
73 C 4.44562 29.59006 -13.56206
74 O 3.37650 30.15677 -13.46371
75 N 5.66477 30.20154 -13.45431
76 C 6.82180 29.38063 -13.65655
77 C 5.88606 31.68518 -13.29639
78 H 4.57119 28.52970 -13.83050
79 H 6.65830 28.30308 -13.67218
80 H 7.46706 29.46272 -12.78191
81 H 7.28923 29.66153 -14.60032
82 H 6.40581 32.05325 -14.18097
83 H 4.97157 32.27304 -13.21759
84 H 6.46003 31.92417 -12.40109
85 C 6.45333 18.01665 -27.11159
86 O 5.64190 18.88940 -27.31674
87 N 6.24443 16.70809 -27.12715
88 C 7.27971 15.77976 -26.89901
89 C 4.96347 16.10460 -27.49086
90 H 7.54329 18.17088 -27.09104
91 H 7.28441 15.14932 -26.00984
92 H 8.27746 16.20760 -26.99676
93 H 7.29176 15.09071 -27.74350
94 H 4.82652 15.15657 -26.97070
95 H 4.09554 16.74385 -27.32915
96 H 4.86135 15.93782 -28.56317
97 C 11.16478 25.54592 -20.98802
98 O 10.27183 25.31383 -20.21899
99 N 11.13217 25.05160 -22.21597
100 C 12.12802 25.43415 -23.20989
101 C 9.98709 24.23637 -22.69731
102 H 11.98013 26.24911 -20.75796
103 H 12.51990 24.60034 -23.79238
104 H 13.01514 25.92444 -22.80898
105 H 11.76055 26.21125 -23.88010
106 H 9.31781 23.88935 -21.91008
107 H 9.37835 24.84647 -23.36463
108 H 10.32026 23.34127 -23.22255
109 C 12.63651 16.03044 -20.40294
110 C 13.65221 15.30523 -19.78710
111 C 14.13906 15.76245 -18.52759
112 C 13.52415 16.86350 -17.93142
113 C 12.47524 17.58742 -18.60072
114 C 12.02107 17.14815 -19.80301
115 N 14.03913 17.37221 -16.61784
116 O 14.72149 16.63957 -15.87235
117 O 13.69308 18.50756 -16.36632
118 H 12.20646 15.74077 -21.35033
119 H 14.03025 14.47719 -20.36835
120 H 14.82132 15.18084 -17.92540
121 H 11.93913 18.40453 -18.14103
122 H 11.30372 17.72934 -20.36337
123 C 10.50929 24.94060 -10.28788
124 C 10.75727 24.61117 -11.58604
125 C 11.76979 25.13986 -12.36326
126 C 12.56606 26.08906 -11.74915
127 C 12.23224 26.51978 -10.45161
128 C 11.23370 25.89506 -9.67566
129 N 13.70602 26.69935 -12.48830
130 O 13.94103 26.39059 -13.62633
131 O 14.27312 27.62221 -11.89876
132 H 9.76924 24.38679 -9.72928
133 H 10.03717 23.97256 -12.07597
134 H 11.84199 24.79752 -13.38502
135 H 12.82687 27.33394 -10.06437
136 H 11.16487 26.02922 -8.60623
137 C -3.47685 13.31206 -13.80612
138 C -4.26504 12.53009 -14.65870
139 C -4.52274 13.01059 -15.88318
140 C -4.00870 14.25091 -16.28421
141 C -3.25270 15.05975 -15.41733
142 C -3.04768 14.60221 -14.12818
143 N -4.31552 14.75353 -17.63332
144 O -4.73506 13.92415 -18.40920
145 O -4.19370 15.91580 -17.94175
146 H -3.29216 12.88266 -12.83252
147 H -4.50546 11.52489 -14.34538
148 H -5.12699 12.39016 -16.52844
149 H -2.78847 16.00737 -15.64735
150 H -2.54177 15.25491 -13.43218
151 C 2.81082 21.07821 -17.83576
152 C 1.74061 20.35781 -18.40243
153 C 1.98515 19.12143 -18.96925
154 C 3.27906 18.54541 -18.91127
155 C 4.34816 19.27829 -18.31602
156 C 4.08457 20.55088 -17.83462
157 N 3.55782 17.21681 -19.51685
158 O 2.58277 16.45667 -19.67619
159 O 4.73055 16.89995 -19.85686
160 H 2.65388 22.12197 -17.60700
161 H 0.76355 20.81635 -18.44096
162 H 1.21772 18.57975 -19.50219
163 H 5.33411 18.84895 -18.21614
164 H 4.92485 21.12044 -17.46595

## Properties
E_tot: -108395.7119 eV
Max |F|: 4.4 eV/A
2S+1: 1